Entry 1:
Here is a gas-phase ion, C18H37N2O2P2Si (charge +1) in a non-equilibrium geometry from OMol25. Energies are from wB97M-V/def2-TZVPD.

Geometry as ORCA input:
```
! wB97M-V def2-TZVPD RIJCOSX def2/J DEFGRID3
* xyz 1 1
C 4.73692 -2.21924 -0.80252
Si 3.56335 -0.72243 -0.76208
C 3.53581 0.09340 -2.50056
C 1.74898 -1.27117 -0.38083
C 1.62479 -2.79854 0.03756
C 0.33048 -3.02158 0.96314
C -0.71009 -3.96638 0.24864
C -1.78183 -3.07715 -0.50734
C -2.63329 -2.18561 0.48703
C -2.45188 -0.62867 0.18804
C -3.41535 -0.28527 -1.00605
P -3.70887 1.52904 -1.28498
C -5.25421 2.16209 -0.39061
C -5.06428 2.28524 1.15793
N -4.88028 0.97809 1.82952
P -1.94365 2.78512 -0.95616
N -0.70243 1.92902 -1.34139
O -2.08344 4.09605 -1.98022
O -1.83759 3.33886 0.60502
C 4.13778 0.62122 0.48954
C 3.88092 2.01183 0.09999
C 4.28176 3.04145 1.06463
C 4.89788 2.72501 2.34267
C 5.15159 1.32732 2.68568
C 4.77080 0.26403 1.75582
H 5.67916 -1.90038 -1.31346
H 4.24504 -3.11073 -1.26595
H 5.01995 -2.52413 0.24559
H 4.51276 0.63113 -2.67858
H 2.74865 0.89727 -2.55970
H 3.37332 -0.66293 -3.31158
H 1.31928 -0.56734 0.38244
H 1.14874 -1.15329 -1.32918
H 2.51399 -3.17934 0.59653
H 1.49985 -3.38141 -0.91687
H -0.06963 -1.98282 1.14050
H 0.61449 -3.39872 1.98536
H -1.21043 -4.69479 0.94705
H -0.21489 -4.60373 -0.53720
H -1.18017 -2.43857 -1.22288
H -2.42343 -3.72131 -1.17272
H -2.41809 -2.44847 1.54954
H -3.72020 -2.43071 0.29936
H -2.66153 -0.07104 1.13319
H -1.38514 -0.39910 -0.08548
H -2.94193 -0.70211 -1.93938
H -4.42323 -0.77189 -0.89084
H -4.03024 1.67403 -2.67596
H -5.47152 3.16994 -0.84047
H -6.08124 1.47154 -0.69942
H -6.02843 2.72184 1.55968
H -4.27092 3.03209 1.42930
H -5.56532 0.28920 1.51632
H -5.05202 1.16492 2.82254
H -0.04609 1.83125 -0.56294
H -1.92828 3.70141 -2.86778
H -1.11498 3.99662 0.66906
H 3.41065 2.27883 -0.87177
H 4.08714 4.12214 0.84716
H 5.16076 3.55819 3.03090
H 5.60982 1.09620 3.67195
H 4.96508 -0.80026 2.02349
*
```

Values from the calculation:
Gap between HOMO and LUMO ... 7.2 eV
LUMO ... -3.51 eV
HOMO level ... -0.39367 Eh
Largest force on an atom ... 0.082 hartree/bohr

Atomic partial charges in e from the Löwdin method, atoms 1 to 2: atom 1 (C): -0.19, atom 2 (Si): 0.59

=====

Entry 2:
Here is a molecular structure, C18H37O17Zn in a non-equilibrium geometry from OMol25. Energies are from wB97M-V/def2-TZVPD.

Geometry as ORCA input:
```
! wB97M-V def2-TZVPD RIJCOSX def2/J DEFGRID3
* xyz 1 1
Zn 2.20568 1.19100 2.55005
O 0.83043 0.22787 1.86190
H 0.41310 -0.19658 1.12520
C 1.62023 -2.78412 2.96654
O 0.98818 -4.00913 2.67001
C 1.86783 -5.03159 2.56886
O 3.01741 -4.95257 2.85945
O 1.31633 -6.14909 2.14077
C -0.07486 -6.23626 1.83756
H 0.88115 -2.08202 3.33994
H 2.18768 -2.36695 2.14120
H 2.29961 -2.92103 3.81597
H -0.29402 -5.67309 0.92881
H -0.68272 -5.82520 2.64189
H -0.27958 -7.28628 1.68064
C -2.11980 1.94850 0.39740
O -2.36378 1.92303 -0.99945
C -3.46700 2.57503 -1.35700
O -4.20492 3.13547 -0.60635
O -3.60084 2.46527 -2.65733
C -4.78448 3.08465 -3.19813
H -2.91050 1.45639 0.96507
H -2.11688 2.97026 0.79272
H -1.12743 1.53365 0.55769
H -4.81894 2.79994 -4.24716
H -4.63356 4.16394 -3.20121
H -5.66774 2.73918 -2.67654
C -1.94133 -2.06789 1.16798
O -2.00761 -1.88624 -0.23803
C -3.00205 -1.12906 -0.70897
O -3.87809 -0.64023 -0.06838
O -2.85680 -1.03830 -2.01247
C -3.90699 -0.36251 -2.70452
H -1.57439 -3.07358 1.32808
H -2.90156 -1.86776 1.63050
H -1.17014 -1.43272 1.61533
H -4.84754 -0.90453 -2.60095
H -3.62132 -0.39903 -3.75088
H -4.02445 0.65779 -2.35297
C -0.96581 1.87810 3.96014
O -0.96742 3.05453 3.12717
C 0.14119 3.47008 2.58774
O 1.23421 2.91441 2.66265
O -0.03051 4.60205 1.98635
C 1.11612 5.24730 1.41978
H -0.16832 1.97094 4.69838
H -0.78524 0.98157 3.36598
H -1.94021 1.81133 4.42320
H 0.72483 6.12219 0.91503
H 1.62466 4.63003 0.67873
H 1.82097 5.51741 2.20223
C 1.20363 -1.63571 -0.66170
O 1.84593 -2.50994 -1.55302
C 2.50487 -1.93824 -2.53867
O 2.62324 -0.74532 -2.70550
O 3.01088 -2.87759 -3.30853
C 3.72234 -2.43110 -4.44017
H 0.20959 -1.36204 -1.01426
H 1.77642 -0.71412 -0.53419
H 1.14601 -2.09553 0.31715
H 4.01696 -3.29554 -5.02692
H 4.66092 -1.93543 -4.17009
H 3.14588 -1.73765 -5.04872
C 1.69161 2.02462 -1.42248
C 2.91445 1.88970 -0.56540
O 2.81177 1.78829 0.66487
C 4.24463 1.72742 -1.23053
H 1.80963 1.35600 -2.27637
H 1.54759 3.06655 -1.71905
H 0.79991 1.71678 -0.87848
H 4.82804 0.98053 -0.68516
H 4.80295 2.66360 -1.20605
H 4.12992 1.30861 -2.22736
*
```

Values from the calculation:
Relative energy (zero: lowest compared OMol25 entry of this formula, charge and spin) ... 0.0 kJ/mol
Gap between HOMO and LUMO ... 7.6 eV
LUMO ... -5.30 eV
HOMO level ... -0.47238 Eh
Largest force on an atom ... 0.047 hartree/bohr

Atomic partial charges in e from the Löwdin method, atoms 1 to 2: atom 1 (Zn): 1.01, atom 2 (O): -0.35

=====

Look up the LUMO of the second one. -5.30 eV

=====

What is the HOMO level in the first record? -0.39367 Eh

=====

Among the records above, which one has the lowest LUMO? C18H37O17Zn

=====

The highest HOMO level belongs to which entry? C18H37N2O2P2Si